# 1
Below is 2 unconnected molecules or ions with the total composition C9H14, with properties calculated with ωB97M-V with the def2-TZVPD basis set.

Geometry as XYZ:
```
23
Properties=species:S:1:pos:R:3:forces:R:3
C 1.37921 -1.05130 -1.26016 -0.037 0.732 -0.616
C -0.57808 -3.22339 1.01994 -1.773 -4.768 2.393
C 0.03069 -2.95678 -0.12938 1.771 2.923 -2.731
C -1.18203 -2.48805 2.06641 3.399 3.507 -4.542
C 0.28820 -1.52523 -0.37040 -0.186 -1.408 2.305
C -0.88316 -1.14894 1.81028 -1.026 2.040 -0.712
C -0.26023 -0.64765 0.54897 0.030 -1.354 1.766
H -0.57708 -4.29526 1.23532 -0.379 -0.177 -0.209
H 0.39485 -3.74605 -0.87856 -0.471 1.207 1.546
H -1.68305 -2.87536 2.87126 -0.838 -0.869 1.805
H -1.20094 -0.36997 2.53649 0.238 -0.463 -0.572
H 1.92381 -0.09890 -0.98847 -0.728 -1.146 0.356
H 0.85077 -0.77239 -2.16469 0.603 -0.354 -0.994
H 0.02361 0.39547 0.35000 -0.565 -0.442 0.903
H 2.10106 -1.87292 -1.33290 -0.088 0.405 -0.652
C -0.22791 3.67647 -1.33467 -1.795 0.166 1.197
C 0.15841 2.98398 0.01925 -3.001 1.903 -0.836
H -0.49317 2.89205 -2.05316 0.978 0.341 -0.430
H -1.26372 4.13140 -1.23546 1.396 0.191 0.096
H 0.53197 4.44935 -1.57237 -0.668 -0.753 -0.577
H 0.79177 3.65290 0.54531 0.409 0.391 0.936
H -0.80126 2.74780 0.57428 1.432 0.073 -0.354
H 0.67629 2.14277 -0.25731 1.300 -2.144 -0.078
```
Forces are in eV/Å.

HOMO energy = -0.325 hartree
DFT total energy = -351.2459 Ha
energy above the lowest of the compared OMol25 structures with the same formula, charge and spin = 221.2 kJ/mol
structure (SMILES) = Cc1ccccc1.CC
frontier orbital gap = 9.823 eV

---

# 2
Below is a molecular structure, C43H69MnN7O4PSSi4Te, with properties calculated with ωB97M-V with the def2-TZVPD basis set.

Geometry as XYZ:
```
131
Properties=species:S:1:pos:R:3:forces:R:3
Mn -0.44524 -0.59541 -0.06196 0.097 -3.100 0.905
C 4.80725 1.22956 -4.31416 -0.088 0.024 0.107
C 3.95739 0.73290 -3.17393 0.022 -0.041 -0.131
C 4.27254 1.01593 -1.84634 -0.012 -0.015 0.030
C 3.47520 0.57205 -0.81549 0.037 0.046 -0.103
C 2.32698 -0.21745 -1.02724 -0.055 -0.079 0.234
N 1.56839 -0.67470 0.03878 0.127 -0.339 -0.126
C 2.27238 -1.15121 1.12892 -0.047 0.269 -0.094
C 3.53102 -1.77354 0.97952 -0.074 -0.102 0.100
C 4.24431 -2.28697 2.03677 -0.075 0.000 -0.028
C 3.75001 -2.22498 3.33698 0.169 0.026 0.107
C 4.50003 -2.83539 4.49215 -0.112 -0.010 -0.094
C 2.53624 -1.59558 3.51770 -0.100 -0.032 0.016
C 1.81689 -1.04796 2.45850 0.274 -0.272 -0.261
N 0.63808 -0.33629 2.80859 -0.009 0.302 0.275
C 0.51890 0.47263 3.88250 -0.020 0.052 -0.125
C -0.79177 0.88676 3.94433 -0.165 -0.038 0.112
C -1.40030 0.28358 2.84386 0.084 -0.103 0.080
N -0.52813 -0.45524 2.16550 -0.010 -0.083 -0.737
C 2.00098 -0.45828 -2.37140 0.194 0.221 0.159
C 2.80182 0.01200 -3.41011 -0.056 0.028 0.039
N 0.86529 -1.22766 -2.73625 0.005 -0.132 -0.170
C 0.83009 -2.16733 -3.70216 -0.051 0.013 0.059
C -0.47384 -2.58262 -3.82528 -0.043 -0.003 -0.180
C -1.17269 -1.83110 -2.87935 0.028 0.142 -0.152
N -0.35974 -1.00153 -2.23635 -0.123 -0.114 0.851
H 5.86358 1.22554 -4.04199 0.012 0.011 -0.036
H 4.53587 2.25278 -4.58788 0.038 -0.003 -0.029
H 4.67627 0.59824 -5.19363 0.034 0.036 -0.036
H 5.15047 1.61291 -1.62285 0.007 0.008 0.017
H 3.73661 0.82044 0.20479 -0.025 -0.016 0.019
H 3.94453 -1.84935 -0.01381 -0.015 -0.071 -0.115
H 5.19822 -2.76897 1.84772 -0.004 0.005 -0.002
H 5.57168 -2.85073 4.28966 0.014 0.000 0.047
H 4.17949 -3.86627 4.66544 0.024 0.003 0.031
H 4.32964 -2.27218 5.41114 0.033 -0.029 0.026
H 2.12045 -1.52426 4.51723 -0.042 -0.018 -0.018
H 1.37266 0.72596 4.48563 0.016 -0.076 0.014
H -1.24890 1.54389 4.66339 0.069 0.024 0.001
H -2.41865 0.37766 2.50704 0.028 0.034 -0.090
H 2.49981 -0.19687 -4.43069 -0.024 0.016 0.000
H 1.72977 -2.47081 -4.20769 0.024 -0.016 0.014
H -0.86027 -3.33699 -4.48805 -0.005 0.003 0.021
H -2.22676 -1.84893 -2.65829 0.044 -0.066 0.140
C -2.90018 4.19343 2.08519 0.155 0.000 -0.177
Si -1.18538 4.98918 1.92457 -0.184 -0.019 0.443
C -1.38746 6.87382 2.12392 0.081 -0.216 -0.230
C -0.14801 4.37976 3.39554 0.035 -0.014 -0.305
Si -0.22907 4.30688 -0.12333 -0.066 -0.456 0.174
Te -0.32507 1.80040 -0.23474 0.194 4.394 -0.561
Si -1.47452 5.12545 -1.94196 -0.289 0.103 -0.571
C -0.61849 4.67258 -3.57643 0.034 -0.092 0.296
C -3.21114 4.36318 -1.97988 0.188 -0.074 0.178
C -1.73033 7.01402 -1.99271 0.147 -0.205 0.246
Si 1.99335 5.07494 -0.22064 0.702 0.151 0.019
C 2.91984 4.50006 -1.76934 -0.331 -0.037 0.057
C 2.11986 6.97760 -0.21296 -0.321 -0.202 0.028
C 2.98353 4.46878 1.28440 -0.327 -0.087 -0.105
H -3.28777 4.23578 3.10590 0.059 0.078 0.040
H -2.83089 3.14328 1.78838 0.010 -0.004 -0.009
H -3.62568 4.67526 1.42490 0.003 -0.001 -0.013
H -1.91080 7.13258 3.04724 -0.010 -0.081 0.037
H -1.95207 7.29274 1.28771 -0.003 0.028 0.014
H -0.41170 7.36487 2.14218 -0.001 0.013 -0.005
H -0.74070 4.31489 4.31141 -0.071 0.051 -0.024
H 0.70320 5.03593 3.58989 -0.004 0.024 -0.027
H 0.23976 3.38248 3.17523 0.003 0.007 0.017
H -0.25718 3.64191 -3.53650 0.000 -0.005 -0.011
H 0.23967 5.32100 -3.76851 0.012 0.005 0.028
H -1.30446 4.76006 -4.42227 -0.053 0.043 0.027
H -3.15008 3.28567 -1.80802 0.022 0.002 0.012
H -3.70206 4.52678 -2.94207 0.055 0.071 -0.036
H -3.84905 4.78503 -1.19938 0.014 0.007 0.020
H -0.77615 7.54571 -1.97699 -0.003 0.018 0.005
H -2.31575 7.35537 -1.13574 0.006 0.019 -0.002
H -2.26439 7.30655 -2.89982 -0.007 -0.067 -0.039
H 2.53086 4.98394 -2.66900 -0.017 0.004 0.015
H 2.80014 3.42404 -1.89490 0.006 -0.105 -0.028
H 3.98877 4.71803 -1.70268 -0.005 0.047 0.089
H 1.64584 7.39933 -1.10285 0.000 0.025 0.003
H 3.16008 7.30995 -0.19770 0.051 -0.085 0.000
H 1.61792 7.40034 0.66102 0.009 0.034 -0.009
H 2.83557 3.39388 1.41966 0.001 -0.001 0.003
H 2.65200 4.96636 2.19863 -0.011 -0.009 0.000
H 4.05429 4.65155 1.16958 0.000 0.057 -0.098
N -7.46701 -1.71343 0.17153 0.449 0.552 0.185
C -6.74409 -0.98676 -0.73474 -1.913 0.018 -0.851
S -7.56220 -0.31050 -2.02343 0.517 -0.274 0.440
C -5.31354 -0.88087 -0.54135 1.963 0.203 0.414
C -4.62956 -1.54587 0.48811 -0.933 0.162 -0.319
C -3.27685 -1.36539 0.65921 0.680 0.076 0.353
N -2.52413 -0.56055 -0.09685 -0.736 -0.447 -0.879
C -3.16587 0.06086 -1.10354 0.429 0.178 0.145
C -4.50850 -0.06860 -1.35478 -0.862 -0.142 0.114
H -8.46027 -1.57298 0.07399 -0.045 -0.139 -0.023
H -7.13734 -1.71633 1.12657 0.043 -0.197 -0.050
H -5.15538 -2.22752 1.14429 0.144 -0.019 0.036
H -2.75179 -1.88364 1.45206 0.024 0.004 -0.103
H -2.55220 0.70755 -1.71780 0.055 -0.022 0.019
H -4.96225 0.47380 -2.17099 0.031 0.021 -0.045
C 2.74774 -4.91082 -1.48900 -0.193 0.166 0.078
C 1.36141 -5.54562 -1.57445 0.262 -0.253 -0.104
C 1.29607 -6.76056 -0.64673 -0.167 0.228 0.033
C 1.06169 -5.98051 -3.01006 -0.091 0.064 0.111
O 0.37660 -4.54643 -1.25656 0.043 0.238 0.243
P 0.00257 -4.01863 0.23090 -0.156 -0.135 -0.196
O 1.06994 -4.22450 1.23614 0.069 -0.128 -0.167
O -0.60728 -2.65276 0.07573 -0.224 0.142 -0.155
O -1.23701 -5.04964 0.45186 -0.040 -0.094 0.058
C -2.02450 -5.16073 1.63632 -0.162 -0.082 0.400
C -3.47509 -4.86375 1.25221 0.154 0.033 -0.087
C -1.90729 -6.61125 2.10866 0.015 0.122 -0.181
C -1.57776 -4.21565 2.75541 0.104 -0.037 -0.154
H 3.52648 -5.60828 -1.80491 -0.046 -0.024 -0.009
H 2.91725 -4.61859 -0.45510 0.128 0.126 0.080
H 2.78588 -4.01807 -2.11896 0.026 -0.015 0.016
H 2.09582 -7.45683 -0.90714 -0.029 -0.026 -0.031
H 0.33203 -7.26466 -0.73990 0.021 0.009 0.002
H 1.42427 -6.43446 0.38357 0.059 -0.056 0.067
H 1.93704 -6.46603 -3.44469 -0.019 -0.056 0.000
H 0.80002 -5.11332 -3.61287 0.074 0.068 -0.032
H 0.22252 -6.67822 -3.03777 -0.024 0.037 -0.001
H -3.76429 -5.47863 0.39850 -0.005 0.017 -0.017
H -3.58940 -3.81365 0.97745 0.044 -0.282 -0.008
H -4.13932 -5.09196 2.08844 -0.031 0.031 0.027
H -2.26752 -7.28256 1.32654 0.006 -0.024 0.013
H -2.50171 -6.76842 3.01079 0.028 -0.025 0.029
H -0.86203 -6.84589 2.31154 -0.005 0.007 0.045
H -1.45981 -3.20390 2.36422 0.023 0.031 0.120
H -0.61092 -4.52628 3.14879 0.011 0.063 0.021
H -2.31525 -4.20681 3.56059 -0.034 -0.053 -0.015
```
Forces are in eV/Å.

HOMO energy (alpha / beta) = -0.140 / -0.139 hartree
DFT total energy = -5681.0468 Ha
charge = -1
energy above the lowest of the compared OMol25 structures with the same formula, charge and spin = 75.2 kJ/mol
multiplicity = 2
frontier orbital gap (alpha / beta) = 4.640 / 4.584 eV

---

# 3
Below is 2 unconnected molecules or ions with the total composition C3H3ClS, with properties calculated with ωB97M-V with the def2-TZVPD basis set.

Geometry as XYZ:
```
8
Properties=species:S:1:pos:R:3:forces:R:3
C 1.74335 -1.34527 -0.73861 0.327 -0.856 -2.548
C 1.81052 -0.70051 0.25093 -0.112 1.379 2.919
C -1.00410 0.70849 0.37052 -0.597 -1.204 -0.146
S -0.70917 0.48978 2.04904 0.909 -0.118 0.861
Cl -2.73303 0.98747 0.06678 -0.555 -0.482 -0.578
H 1.95210 -1.55074 -1.75815 -0.197 -0.506 -0.220
H -0.47329 -0.12101 -0.14083 -1.092 -0.077 0.033
H -0.58638 1.53180 -0.09967 1.318 1.865 -0.321
```
Forces are in eV/Å.

HOMO energy (alpha / beta) = -0.349 / -0.361 hartree
DFT total energy = -974.2227 Ha
energy above the lowest of the compared OMol25 structures with the same formula, charge and spin = 580.2 kJ/mol
frontier orbital gap (alpha / beta) = 7.043 / 6.753 eV

---

# 4
Below is C4H6O in the gas phase, with properties calculated with ωB97M-V with the def2-TZVPD basis set.

Geometry as XYZ:
```
11
Properties=species:S:1:pos:R:3:forces:R:3
C 0.06631 1.04477 -0.80998 0.576 -0.114 -0.178
C -0.60344 0.19461 0.61266 -0.602 0.442 -1.179
C -0.34255 -1.29858 0.46472 -0.445 0.060 -0.328
O 0.94714 -1.02725 -0.13442 0.454 -0.092 0.191
C 0.83409 0.36148 0.19380 0.697 0.363 -0.076
H -0.09372 2.11199 -0.61697 -0.177 -0.496 -0.046
H 0.13766 0.75416 -1.84888 -0.289 -0.414 0.059
H -1.40195 0.81170 0.12788 -0.273 -0.346 1.876
H -1.06412 -1.87688 -0.11272 0.272 -0.095 -0.455
H -0.14324 -1.87243 1.39288 -0.360 0.734 -0.105
H 1.66383 0.79642 0.73103 0.148 -0.044 0.243
```
Forces are in eV/Å.

HOMO energy = -0.316 hartree
DFT total energy = -231.0807 Ha
energy above the lowest of the compared OMol25 structures with the same formula, charge and spin = 375.6 kJ/mol
structure (SMILES) = C1O[C@H]2C[C@@H]12
frontier orbital gap = 9.745 eV

---

Number 1: M 122.2 g mol⁻¹. Number 2: M 1106.0 g mol⁻¹. Number 3: M 106.6 g mol⁻¹. Number 4: M 70.1 g mol⁻¹.